Here is the molecule C18H19N3O4S in a non-equilibrium geometry from the OMol25 dataset. Energies are from ωB97M-V/def2-TZVPD.

Summary:
* lowest unoccupied orbital energy: 0.11 eV
* energy above the lowest of the compared OMol25 structures with the same formula, charge and spin: 55.2 kcal/mol
* largest force on an atom: 1.77 eV Å⁻¹

The geometry in ORCA input format:
```
! RIJCOSX wB97M-V def2-TZVPD def2/J DEFGRID3
* xyz 0 1
H -4.624 -2.247 -1.474
C 5.816 0.347 -1.649
H 1.054 -0.794 1.675
H -1.550 2.250 -1.772
H -7.685 -2.570 -1.031
H 6.191 1.188 -1.068
C -0.278 2.880 1.271
C 5.109 -1.778 -0.573
C 3.314 1.465 -0.464
H 6.658 -0.257 -1.976
H 0.455 3.639 1.569
S -2.413 -0.374 -1.082
C -3.157 -0.940 0.417
H 5.306 0.742 -2.527
C 4.219 -2.601 0.220
H 5.983 -2.283 -0.954
N -1.423 2.148 -0.771
C 2.167 1.983 0.093
C -0.671 3.131 -0.181
C -3.799 -2.269 0.518
H 1.922 3.017 -0.086
C -6.095 -1.411 -0.139
C 2.840 -0.682 0.504
C 4.875 -0.471 -0.827
N -2.491 1.058 1.041
O -0.317 4.096 -0.813
C -7.268 -1.567 -1.098
C 3.684 0.130 -0.277
H -5.706 -0.392 -0.202
C -2.067 1.096 -0.172
H 3.939 2.110 -1.061
H -3.058 -3.041 0.296
C 1.686 -0.163 1.073
C 1.343 1.169 0.877
O 0.200 1.572 1.488
H -6.437 -1.567 0.886
C -4.978 -2.404 -0.452
O 4.380 -3.771 0.462
H -6.950 -1.397 -2.124
O 3.104 -1.986 0.732
H -4.139 -2.395 1.547
H -5.369 -3.422 -0.387
H -8.053 -0.853 -0.859
N -3.088 -0.078 1.360
H -1.169 2.960 1.900
*
```


Here is a structure of composition C18H19N4Tl in a non-equilibrium geometry from the OMol25 dataset. Energies are from ωB97M-V/def2-TZVPD.

Summary:
* lowest unoccupied orbital energy: -6.58 eV
* largest force on an atom: 10.99 eV Å⁻¹

The geometry in ORCA input format:
```
! RIJCOSX wB97M-V def2-TZVPD def2/J DEFGRID3
* xyz 2 1
C -1.264 -3.883 1.587
C 0.043 0.848 -4.591
C 0.413 1.925 1.171
H 1.114 -0.712 -5.615
H -3.192 -1.111 1.685
H 1.630 2.777 2.744
H 1.406 -0.535 2.403
C -1.819 2.573 1.146
C 0.881 -0.257 -4.657
C 1.418 -0.780 -3.482
H 2.841 -0.768 -1.139
N 1.465 -0.238 0.317
C -1.667 3.373 2.264
H -0.246 4.072 3.720
H 1.465 -1.853 -1.002
C -0.034 -3.233 1.519
H 2.157 -1.814 1.494
H 0.884 -3.810 1.466
N 0.295 0.909 -2.199
Tl -0.450 0.046 -0.245
C 0.643 2.717 2.299
H 2.496 1.350 1.153
H -2.507 3.925 2.667
C -2.429 -3.129 1.648
H -2.779 2.474 0.650
C 1.754 -0.794 -0.992
N -1.138 -1.096 1.599
H -0.395 1.276 -5.485
H -1.312 -4.967 1.589
H -0.873 2.250 -3.230
C 1.323 -1.101 1.467
C -0.409 3.448 2.847
H 2.072 -1.645 -3.525
C -0.005 -1.840 1.519
H -1.572 -1.053 -1.247
H 1.836 1.733 -0.397
H -3.403 -3.602 1.694
C -0.222 1.389 -3.347
C -2.315 -1.750 1.647
C 1.604 1.196 0.530
N -0.816 1.872 0.583
C 1.108 -0.182 -2.256
*
```


Here is the molecule C18H19NO3 from the OMol25 dataset. Energies are from ωB97M-V/def2-TZVPD.

Summary:
* lowest unoccupied orbital energy: 0.63 eV
* energy above the lowest of the compared OMol25 structures with the same formula, charge and spin: 27.3 kcal/mol
* largest force on an atom: 0.57 eV Å⁻¹

The geometry in ORCA input format:
```
! RIJCOSX wB97M-V def2-TZVPD def2/J DEFGRID3
* xyz 0 1
C -4.157 -3.917 1.014
H -3.024 2.080 -0.330
H 5.803 -0.465 -2.944
H -3.654 -2.015 -0.624
H -3.839 -4.276 0.029
C 5.055 -0.177 -2.220
H -4.471 -4.766 1.620
C 1.985 0.947 0.429
H -2.467 -0.042 -1.391
C -2.181 -0.487 -0.447
N 0.963 1.028 -0.468
H -1.190 -2.142 2.865
C 2.810 0.378 -1.687
H 3.465 -0.133 -3.667
O -3.093 -3.321 1.715
O -2.911 2.923 0.122
H -2.089 3.647 1.797
C -2.033 2.729 1.207
C -1.459 -1.664 1.937
H 0.008 -0.127 2.088
H 6.452 -0.150 -0.603
H -0.187 3.386 0.303
C 1.346 0.651 -1.812
C -0.797 -0.539 1.500
H 4.753 0.516 1.094
C 3.180 0.559 -0.357
C -0.579 2.490 0.789
C -2.502 -2.215 1.188
H 0.011 2.297 1.683
H -0.876 1.611 -1.149
C -0.437 1.311 -0.187
O 1.925 1.152 1.625
H -2.379 1.894 1.831
C -2.858 -1.617 -0.014
H 0.791 -0.237 -2.141
C 5.423 0.002 -0.893
H 1.138 1.464 -2.519
C 3.743 0.009 -2.633
C -1.154 0.070 0.299
H -4.998 -3.227 0.896
C 4.486 0.373 0.058
*
```


Here is a structure of composition C18H20BF2FeN4O2S in a non-equilibrium geometry from the OMol25 dataset. Energies are from ωB97M-V/def2-TZVPD.

Summary:
* lowest unoccupied orbital energy (alpha / beta): 0.41 / 0.43 eV
* energy above the lowest of the compared OMol25 structures with the same formula, charge and spin: 22.2 kcal/mol
* largest force on an atom: 1.01 eV Å⁻¹
* expectation value of S²: 0.879

The geometry in ORCA input format:
```
! RIJCOSX wB97M-V def2-TZVPD def2/J DEFGRID3
* xyz 0 2
N -1.438 -1.055 -2.987
C -1.543 2.909 -0.497
N 0.598 2.222 0.353
C -0.558 -0.263 -3.580
H 6.113 -0.587 1.083
H -3.743 1.595 -0.030
H -0.934 2.956 1.555
H 4.030 -1.521 0.195
H 6.178 1.807 1.807
B 1.809 -1.127 -1.265
H -1.146 3.194 -1.473
H -4.945 -0.641 -0.820
C 2.923 0.300 0.370
O -0.820 -0.514 1.035
N -0.477 -0.299 -4.923
C -4.141 -2.576 -0.377
F 2.881 -1.157 -2.051
H -1.513 -0.966 -1.981
H 0.280 0.207 -5.349
C 1.774 2.524 0.834
H -0.903 -1.043 -5.449
H -3.034 -2.357 -2.954
H -0.152 4.206 0.563
H 4.139 3.165 1.653
H -2.468 3.460 -0.297
H 1.933 3.485 1.322
C -2.968 -0.495 -0.009
Fe -0.007 0.602 -0.421
C -3.026 -3.254 0.130
C -4.098 -1.199 -0.430
H -1.078 -3.116 1.015
C -1.920 -2.580 0.594
H -5.014 -3.120 -0.712
C -2.872 0.953 -0.177
C 4.065 -0.481 0.495
C -1.838 -1.162 0.563
H -3.040 -4.337 0.175
O 1.773 -0.323 -0.121
C 5.270 1.375 1.408
H -2.870 -1.463 -4.474
S 0.465 0.798 -2.717
C 4.128 2.135 1.316
H -1.766 -2.813 -4.100
C -0.492 3.166 0.575
C 2.913 1.632 0.806
C 5.237 0.042 1.001
C -2.322 -1.972 -3.678
F 0.918 -2.110 -1.368
N -1.746 1.466 -0.496
*
```


Here is a structure of composition C18H20BrN4OOsS2 from the OMol25 dataset. Energies are from ωB97M-V/def2-TZVPD.

Summary:
* lowest unoccupied orbital energy (alpha / beta): -4.68 / -4.68 eV
* energy above the lowest of the compared OMol25 structures with the same formula, charge and spin: 0.0 kcal/mol
* largest force on an atom: 0.31 eV Å⁻¹

The geometry in ORCA input format:
```
! RIJCOSX wB97M-V def2-TZVPD def2/J DEFGRID3
* xyz 1 1
H 2.305 0.811 -4.324
H -3.498 -0.960 2.709
C -0.503 1.946 -0.430
H 3.197 -2.503 3.979
C -0.796 -0.536 -4.177
H -3.385 0.887 -0.589
H 2.242 -1.055 4.437
C 2.905 -0.684 1.587
H 3.876 -1.291 5.078
H -1.160 3.939 -0.903
H -3.345 -2.249 1.506
C -2.467 -0.370 0.910
H 1.114 1.074 2.402
H -4.201 -0.669 -0.327
N 2.205 -0.275 -0.468
C 2.430 0.199 -1.643
N 3.182 -0.083 0.478
S 4.019 -0.500 2.890
C 0.321 0.078 -4.735
Br -0.338 5.691 1.327
C 0.631 1.675 1.640
C -0.794 -0.862 -2.838
H 0.336 0.341 -5.783
H 3.365 0.690 -1.875
Os 0.305 -0.958 -0.022
H -1.673 -0.749 -4.771
N 0.050 -4.105 -0.856
C -0.145 3.843 0.981
C -3.676 0.153 0.163
C -2.835 -1.401 1.965
N 0.260 -0.584 -2.053
H -1.641 -1.313 -2.340
C 0.143 1.092 0.469
H -1.939 -1.761 2.476
C 3.233 -1.442 4.212
C 1.411 0.347 -3.932
S 1.500 -1.768 1.696
C 1.353 0.006 -2.587
H -4.366 0.636 0.855
H -0.928 1.555 -1.350
H 0.879 3.451 2.822
C 0.494 3.032 1.902
C 0.151 -2.991 -0.577
O -1.598 -1.013 -0.037
C -0.652 3.305 -0.189
H -0.036 -5.080 -1.064
H -1.930 0.454 1.387
*
```


Here is a structure of composition C18H20BrN4OOsS2 from the OMol25 dataset. Energies are from ωB97M-V/def2-TZVPD.

Summary:
* lowest unoccupied orbital energy (alpha / beta): -5.07 / -5.07 eV
* energy above the lowest of the compared OMol25 structures with the same formula, charge and spin: 12.7 kcal/mol
* largest force on an atom: 0.34 eV Å⁻¹

The geometry in ORCA input format:
```
! RIJCOSX wB97M-V def2-TZVPD def2/J DEFGRID3
* xyz 1 1
C 2.617 1.108 0.052
H 2.386 -1.262 -0.512
C 1.822 -2.103 -0.135
C -4.635 2.026 -1.545
H -5.637 2.390 -1.766
C 2.973 0.928 1.389
N -1.892 -1.323 0.829
C -0.209 -2.886 0.717
C 5.255 0.593 0.752
H -2.439 1.845 4.270
N 0.785 2.241 -1.084
H 1.544 2.867 -1.371
N 0.557 -1.855 0.242
H 4.570 0.568 2.783
H -4.076 2.812 -1.045
H -0.809 -0.002 5.192
H 2.047 -5.389 0.588
C 2.385 -3.361 -0.031
H -0.323 -4.950 1.231
C -1.751 1.951 3.432
H -2.376 -3.332 1.022
H 3.407 -3.508 -0.346
Br 7.043 0.220 1.226
H 0.578 0.863 4.516
C 1.186 1.301 -0.324
Os -0.277 0.018 0.391
O -0.191 0.830 2.018
C 1.625 -4.398 0.483
H 0.265 -0.818 4.048
H 5.688 0.703 -1.345
N -3.203 -0.938 0.704
C -0.204 0.135 4.296
C -1.071 0.626 3.156
C 3.605 1.034 -0.927
C 4.924 0.770 -0.583
C 4.290 0.685 1.745
H 2.212 0.997 2.158
C -1.614 -2.566 0.934
H -1.816 -0.127 2.892
H 3.339 1.168 -1.969
H -1.012 2.713 3.678
C -3.304 0.081 -0.087
H -2.317 2.284 2.561
C 0.307 -4.158 0.851
S -4.904 0.613 -0.453
H -4.153 1.731 -2.473
S -1.894 0.880 -0.855
*
```


Here is a structure of composition C18H20F12N9O4S2SbV in a non-equilibrium geometry from the OMol25 dataset. Energies are from ωB97M-V/def2-TZVPD.

Summary:
* lowest unoccupied orbital energy (alpha / beta): -8.93 / -8.25 eV
* energy above the lowest of the compared OMol25 structures with the same formula, charge and spin: 0.0 kcal/mol
* largest force on an atom: 1.36 eV Å⁻¹
* expectation value of S²: 0.762

The geometry in ORCA input format:
```
! RIJCOSX wB97M-V def2-TZVPD def2/J DEFGRID3
* xyz 2 2
F -1.196 4.247 -2.099
N -0.481 4.678 3.508
C -0.142 -0.992 -2.516
H 1.516 -7.261 -3.828
N 0.320 -3.009 -4.425
F -0.646 2.410 -0.251
S -2.295 -0.801 3.072
H 1.483 -7.737 -6.234
F -3.516 0.034 5.214
C 3.880 3.110 3.354
H 3.460 0.091 2.001
H 0.508 -1.631 1.178
S -3.416 -0.156 0.653
C 1.224 -6.746 -5.886
O -2.021 -1.952 3.835
C 0.297 -2.265 -2.134
H -1.850 3.226 2.101
C 0.887 -5.751 -6.831
H 0.892 -6.005 -7.882
C 0.478 -3.275 -3.154
C -2.751 0.540 4.287
N 0.827 -4.584 -2.925
H 0.176 5.287 3.971
N 1.159 3.100 3.214
H 3.929 1.318 0.783
F 1.271 3.282 -1.743
N -3.443 -0.913 2.051
H 0.279 -3.713 -7.160
F 1.214 4.043 0.743
C 1.828 2.163 2.463
C 0.563 -4.192 -5.075
H 1.724 3.687 3.806
F -5.572 0.953 1.568
H 3.652 4.114 2.992
F -1.215 4.844 0.501
C -5.193 0.351 0.455
V -0.699 1.197 1.233
N 1.145 1.352 1.643
H 1.753 0.791 1.060
F -5.236 1.184 -0.562
C -0.339 -0.029 -1.566
H -1.385 5.072 3.289
H 0.895 -3.433 -0.399
N -0.113 -0.247 -0.248
C 3.892 1.080 1.847
H -0.689 0.950 -1.852
H -0.330 -0.786 -3.559
F -5.900 -0.723 0.229
C 0.330 -1.468 0.123
C 1.234 -6.495 -4.537
Sb 0.077 4.320 -0.767
C 0.555 -4.477 -6.446
H 0.970 -5.034 -2.038
C 0.881 -5.203 -4.149
C -0.124 3.524 2.982
O -2.692 1.153 0.794
O -3.014 -0.975 -0.431
N 3.133 2.100 2.588
C 0.542 -2.482 -0.772
H 4.906 1.057 2.231
F -3.373 1.517 3.635
F -1.621 1.015 4.809
H 3.680 3.026 4.424
N -0.957 2.774 2.287
O -1.048 -0.206 2.397
H 4.940 2.943 3.206
F 0.756 6.008 -1.056
*
```


Here is a structure of composition C18H20F25NO7PS3 from the OMol25 dataset. Energies are from ωB97M-V/def2-TZVPD.

Summary:
* lowest unoccupied orbital energy: 2.08 eV
* largest force on an atom: 0.65 eV Å⁻¹

The geometry in ORCA input format:
```
! RIJCOSX wB97M-V def2-TZVPD def2/J DEFGRID3
* xyz -1 1
C 4.885 -0.702 1.093
H -0.651 -1.997 -3.856
H 0.099 6.524 3.396
F 1.357 3.715 4.569
F 8.239 -1.038 0.287
F 1.978 5.969 3.007
F 1.429 4.588 0.718
N 0.917 -3.861 -2.379
H -9.477 1.000 -0.480
F -7.894 -1.810 -1.146
S -0.179 -4.154 -1.281
H -4.023 -1.186 -0.238
F 1.342 2.568 -0.068
F 3.678 -0.236 1.550
H 3.857 -1.681 -0.552
H -2.033 -5.699 -2.789
F 3.863 3.468 0.331
F 9.441 -2.865 0.362
H 3.257 1.947 1.497
H -0.405 -0.843 -1.216
H 9.188 -1.650 1.932
H -2.006 -3.602 -3.493
O 6.583 -2.083 2.319
F -0.670 4.534 4.784
O -0.406 -3.090 -0.337
F -10.000 -0.801 0.196
S 1.405 -2.368 -2.711
O 0.810 2.869 2.039
C -8.332 -0.576 -1.442
F -4.139 1.149 -1.317
C 0.025 -1.360 -3.282
C 1.634 3.293 1.031
C -7.233 0.248 -2.128
F -2.090 -1.094 -2.267
F 5.790 0.284 1.285
O 2.278 -2.472 -3.857
F 1.238 6.364 5.025
H -7.434 1.316 -2.025
F -8.158 0.212 0.794
H 0.158 1.291 -2.629
F 5.816 -1.431 -0.951
F 3.466 3.685 2.473
O -0.025 -5.508 -0.799
C 0.895 5.895 3.803
F 6.809 -3.486 0.570
H 4.736 -1.684 2.937
C 3.106 3.016 1.354
C -9.024 0.039 -0.221
C -4.709 -0.482 0.234
C 0.414 4.447 3.949
F 7.935 -3.812 2.399
H -1.297 1.378 -1.601
O -5.898 -0.070 -1.811
C -0.838 0.881 -2.459
C 4.670 -0.970 -0.399
S -3.659 -4.010 -1.232
C -0.770 -0.613 -2.215
H 0.509 -0.681 -3.988
F -4.078 0.197 1.225
C 8.635 -2.048 1.080
H -0.547 4.445 1.998
F -5.750 -1.147 0.778
H -1.474 1.066 -3.333
O 1.918 -1.686 -1.537
F -9.334 -0.691 -2.373
H -7.329 -0.004 -3.183
C -0.093 3.733 2.689
F -5.964 1.501 -0.198
H -0.885 3.078 3.051
H 4.767 -2.816 1.591
F 4.356 0.203 -0.993
C 7.425 -2.855 1.577
P -2.098 -4.379 -2.328
C 5.216 -1.904 1.985
C -5.224 0.537 -0.789
*
```